Below is a molecular structure, C21H21N5O4S4SbW, with properties calculated with the ωB97M-V functional and the def2-TZVPD basis.

Summary:
- Max |F|: 1.100 eV/A
- Energy: -89463.406 eV
- LUMO level (spin up / spin down): -1.6 / -1.6 eV
- HOMO level (spin up / spin down): -7.4 / -7.7 eV
- Energy above the lowest of the compared OMol25 structures with the same formula, charge and spin: 29.34 kcal/mol
- Spin multiplicity: 2
- HOMO-LUMO gap (spin up / spin down): 5.79 / 6.06 eV

CARTESIAN COORDINATES (ANGSTROEM)
W  1.159  -0.038  0.304
O  0.215  0.346  -3.495
C  0.937  0.325  -2.526
O  1.031  -0.608  -1.623
C  1.975  1.409  -2.238
C  2.466  2.191  -3.291
C  3.562  2.965  -3.042
C  4.147  2.957  -1.760
C  5.330  3.690  -1.490
C  5.876  3.680  -0.243
C  5.247  2.956  0.791
C  4.110  2.238  0.566
C  3.543  2.200  -0.728
N  2.439  1.431  -1.002
H  1.990  2.126  -4.258
H  4.008  3.567  -3.824
H  5.784  4.247  -2.299
H  6.787  4.224  -0.037
H  5.678  2.972  1.784
H  3.625  1.700  1.363
S  1.508  -2.150  4.132
Sb  2.753  -0.661  3.080
S  1.235  1.233  2.160
S  3.048  -1.248  0.643
C  -2.591  2.469  0.764
C  -1.530  1.442  0.561
N  -0.503  1.569  -0.261
O  -0.514  2.739  -1.018
C  -1.470  0.231  1.284
C  -2.104  -0.075  2.589
N  -0.724  -0.702  0.582
O  0.228  -1.455  1.268
H  -2.628  3.167  -0.067
H  -2.385  3.037  1.675
H  -3.561  1.988  0.882
H  -0.161  2.485  -1.883
H  -2.190  0.824  3.198
H  -1.486  -0.803  3.119
H  -3.100  -0.504  2.457
N  -1.362  -2.711  -2.010
C  -0.751  -3.497  -1.093
S  0.831  -3.958  -1.215
N  -1.493  -3.914  -0.019
C  -2.793  -3.558  0.371
C  -3.029  -3.337  1.729
C  -4.302  -3.032  2.178
C  -5.359  -2.927  1.282
C  -5.128  -3.161  -0.065
C  -3.860  -3.490  -0.523
H  -0.729  -2.257  -2.653
H  -2.180  -2.189  -1.741
H  -0.904  -4.330  0.686
H  -2.202  -3.404  2.425
H  -4.468  -2.868  3.235
H  -6.352  -2.682  1.632
H  -5.947  -3.114  -0.771
H  -3.707  -3.734  -1.565

Force components x, y, z for each atom (eV/Å):
W -0.842 -0.402 0.582
O 0.140 0.044 0.247
C 0.362 0.182 -0.117
O -0.578 0.240 -0.051
C -0.012 -0.142 -0.303
C 0.059 0.072 0.184
C -0.052 -0.051 -0.026
C 0.067 0.111 -0.071
C -0.034 -0.021 0.030
C 0.016 0.023 -0.071
C -0.020 -0.026 0.089
C -0.056 -0.022 -0.083
C -0.163 0.105 0.057
N -0.015 -0.160 -0.100
H -0.010 -0.043 -0.012
H 0.029 0.007 -0.003
H 0.019 0.022 0.004
H -0.001 0.032 -0.010
H -0.007 -0.022 0.009
H 0.088 -0.027 -0.010
S -0.101 0.027 0.031
Sb 0.336 0.033 0.223
S 0.215 0.271 -0.220
S 0.237 -0.214 0.021
C 0.004 0.055 0.021
C -0.032 0.004 -0.012
N 0.013 0.011 -0.229
O 0.079 -0.071 0.089
C -0.164 -0.154 -0.277
C 0.016 -0.027 -0.032
N 0.392 0.309 0.166
O -0.042 -0.146 -0.192
H 0.009 -0.025 -0.005
H 0.008 0.013 -0.003
H -0.002 0.003 0.016
H -0.086 0.013 0.094
H -0.011 0.016 -0.007
H 0.006 0.010 0.007
H -0.022 -0.033 -0.006
N 0.107 -0.050 -0.071
C -0.288 0.134 0.131
S 0.291 -0.193 -0.139
N 0.177 0.008 -0.098
C -0.063 0.034 0.085
C 0.016 -0.014 -0.061
C -0.020 -0.010 0.007
C 0.015 0.014 0.026
C -0.030 0.000 -0.041
C 0.065 -0.009 -0.004
H -0.086 -0.015 0.078
H -0.009 0.058 0.032
H -0.038 0.003 0.022
H 0.028 0.014 0.017
H -0.004 -0.005 0.007
H -0.010 -0.003 0.003
H -0.001 0.007 0.000
H 0.005 0.011 -0.026